Record 1
A molecular structure, C32H28AsCl10HoNO2 at a distorted geometry, computed with the ωB97M-V functional and the def2-TZVPD basis.

The geometry in XYZ format:
```
75
Properties=species:S:1:pos:R:3:forces:R:3
Ho 16.4340 10.6178 9.4976 0.959 0.181 -0.058
Cl 14.3677 10.7782 12.4677 -1.295 -0.648 0.304
C 15.6073 11.9155 12.7135 0.282 0.394 0.996
C 16.5119 11.9914 11.6951 1.569 1.355 -0.668
C 17.5899 12.8846 11.9520 -0.784 -1.330 0.115
Cl 18.7639 13.0817 10.6959 0.218 0.268 -0.040
C 17.7916 13.4600 13.1949 0.689 1.322 -0.243
Cl 19.1859 14.4896 13.4882 -0.137 -0.355 -0.245
C 16.8194 13.4090 14.1837 -0.292 -0.630 0.332
Cl 17.1212 14.2334 15.7118 -0.597 -0.510 -0.672
C 15.6934 12.6084 13.9382 0.356 0.542 0.125
Cl 14.4342 12.5623 15.1275 0.031 -0.175 -0.115
Cl 19.3752 9.7291 10.6442 0.354 -0.152 0.084
C 19.6245 9.5568 8.9233 0.746 0.070 -0.574
C 18.5500 9.8728 8.1200 -0.684 -0.360 0.533
C 18.7342 9.6212 6.7850 0.024 0.659 -0.509
Cl 17.4043 10.0769 5.6852 0.215 -0.279 0.116
C 19.9302 9.1928 6.2167 -0.060 0.051 -0.475
Cl 20.0299 8.8827 4.5014 0.226 0.037 0.340
C 21.0463 9.0188 7.0397 -0.449 -0.383 -0.049
Cl 22.5553 8.4514 6.4535 0.140 0.006 -0.436
C 20.8826 9.1770 8.4011 -0.568 0.134 1.523
Cl 22.1933 8.8329 9.5040 -0.197 0.130 -0.276
C 15.9896 6.5574 9.6903 0.955 1.658 -0.277
C 15.8651 7.5353 10.8763 0.194 0.607 -1.302
C 16.7133 7.1680 12.0717 -0.240 0.206 0.671
C 14.3842 7.5783 11.2236 1.239 -0.575 1.300
O 16.2249 8.8209 10.4249 0.116 -0.700 0.231
H 15.8682 5.5384 9.9770 -0.524 -0.858 0.098
H 16.9892 6.6563 9.2386 -0.145 0.011 0.180
H 15.2808 6.9465 8.9498 -0.037 -0.661 -0.038
H 16.2805 6.3356 12.6331 -0.112 0.013 0.054
H 16.6895 8.0759 12.6881 0.202 -0.324 0.221
H 17.7489 6.8985 11.8759 0.075 0.194 -0.407
H 14.1274 6.5328 11.3400 -0.910 -0.138 -0.023
H 13.8848 8.1155 10.4596 -0.760 0.148 -0.873
H 14.2458 8.1035 12.1626 -0.143 -0.006 0.227
C 16.7494 14.6666 6.2467 -1.755 -0.101 -1.552
As 15.7606 13.4738 7.3666 1.413 -1.695 0.462
C 14.5926 12.5248 6.1528 -0.611 1.456 0.049
C 14.7288 14.4643 8.6186 -1.877 -0.166 -1.172
O 16.9474 12.5684 8.2095 -1.868 0.646 -0.869
H 16.1137 14.9060 5.3485 0.638 -0.288 0.742
H 17.6717 14.2265 5.9241 0.462 -0.226 0.065
H 16.8602 15.5733 6.7694 0.600 1.112 0.688
H 14.3715 13.1457 5.2796 0.244 0.134 0.117
H 13.6467 12.2779 6.6002 -0.214 -0.196 0.486
H 15.0801 11.6594 5.8320 0.775 -1.466 -0.406
H 14.7280 15.4971 8.3408 0.514 0.827 0.203
H 15.1445 14.2239 9.5562 0.460 0.091 1.260
H 13.6451 14.2162 8.5944 0.763 -0.418 0.043
N 14.4254 10.4896 8.5965 0.676 0.152 0.062
C 13.3000 10.0643 8.3008 -1.455 0.978 -0.159
C 13.0403 8.8225 7.4759 0.729 0.267 -0.005
C 11.8637 8.1085 7.4858 -1.365 -1.730 0.305
C 11.8159 6.8343 6.8808 0.100 1.173 -0.730
C 12.8855 6.3438 6.1479 -0.155 -0.047 0.564
C 14.0772 7.0377 6.1375 -1.021 1.488 0.756
C 14.1082 8.3040 6.7490 0.221 -1.336 -0.300
C 12.0467 10.8819 8.6864 0.539 -1.334 -1.763
C 10.9894 10.9207 7.7519 0.101 0.581 -1.036
C 9.8145 11.6172 8.0077 1.385 -0.732 1.651
C 9.6734 12.1844 9.3072 -1.306 -0.172 -2.172
C 10.7405 12.2236 10.1362 1.537 0.271 1.394
C 11.9694 11.5888 9.8434 -0.703 0.079 1.368
H 10.9220 8.4265 7.9774 1.001 0.016 -0.131
H 10.8964 6.2913 6.8166 -0.513 -0.177 0.306
H 12.7758 5.4248 5.6045 0.057 -0.437 -0.024
H 14.9415 6.6096 5.7103 0.869 -0.138 -0.661
H 15.0194 8.8506 6.6861 0.566 0.457 0.258
H 11.1476 10.4623 6.7381 -0.256 0.375 1.215
H 9.0532 11.5711 7.2733 -0.858 0.276 -0.386
H 8.6896 12.5589 9.5834 0.321 0.268 0.116
H 10.6858 12.7638 11.0804 -0.218 -0.233 -0.040
H 12.7513 11.5020 10.6262 -0.456 0.345 -0.876
```
Forces are in eV/Å.

Summary:
- 2S+1: 5
- Net charge: -1
- Gap between HOMO and LUMO (alpha / beta): 7.404 / 7.436 eV
- DFT total energy: -251088.019 eV
- Energy above the lowest of the compared OMol25 structures with the same formula, charge and spin: 16.3 kcal/mol

These are the Mulliken partial charges, in e, on atoms 1 to 4: Ho 0.167; Cl -0.156; C 0.794; C -0.973



Record 2
A molecular structure, C32H28BF6IrN7O4S2, computed with the ωB97M-V functional and the def2-TZVPD basis.

The geometry in XYZ format:
```
81
Properties=species:S:1:pos:R:3:forces:R:3
Ir -0.0400 -0.0295 -0.0062 -0.159 0.609 -0.252
C 4.8926 1.9996 0.7446 -0.052 -0.001 0.024
C 3.5696 1.5026 1.2227 0.080 0.018 -0.038
C 3.1077 1.3799 2.5153 0.079 0.054 0.072
C 1.8150 0.8671 2.4309 -0.005 -0.032 -0.041
N 1.5115 0.6855 1.1284 -0.009 -0.173 0.707
N 2.6033 1.0831 0.3922 -0.248 0.074 0.115
B 2.6271 1.0192 -1.1519 0.306 -0.002 0.023
N 1.4221 1.8116 -1.6667 -0.059 0.035 -0.051
N 0.2870 1.6348 -0.9581 0.336 0.231 -0.842
C -0.6740 2.4133 -1.4927 -0.131 0.131 0.264
C -0.1428 3.0666 -2.5911 0.236 -0.003 -0.084
C 1.1956 2.6666 -2.6655 -0.141 0.268 0.009
C 2.2608 3.1276 -3.6008 -0.045 -0.062 -0.013
C -1.9060 2.6548 -0.7375 0.099 -0.078 -0.072
C -1.8753 2.4810 0.6468 0.069 -0.180 0.072
C -2.9451 2.8786 1.4335 -0.096 -0.125 0.019
C -4.0597 3.4444 0.8353 -0.028 0.011 0.004
C -4.1095 3.5908 -0.5468 0.040 -0.031 -0.027
C -3.0349 3.2052 -1.3321 -0.164 -0.030 -0.062
N 2.3747 -0.4438 -1.5114 -0.192 -0.027 -0.132
N 1.4111 -1.0790 -0.7966 0.090 -0.622 -0.749
C 1.3946 -2.3785 -1.1777 -0.099 -0.121 0.327
C 2.3275 -2.5414 -2.1883 0.274 0.058 -0.027
C 2.9375 -1.3035 -2.3623 0.054 -0.201 -0.046
C 4.0479 -0.9206 -3.2792 -0.019 0.023 0.019
C 0.6329 -3.4065 -0.4594 0.109 0.137 -0.013
C 0.2396 -3.1937 0.8551 0.191 -0.035 0.208
C -0.4462 -4.1721 1.5593 0.065 -0.064 -0.009
C -0.7146 -5.3878 0.9535 0.030 0.001 0.031
C -0.3030 -5.6186 -0.3554 0.034 0.017 -0.030
C 0.3671 -4.6350 -1.0583 -0.111 -0.129 -0.076
C 0.9131 0.5842 3.5612 0.083 -0.013 -0.120
C -0.3984 0.2290 3.3093 -0.013 -0.008 0.055
C -1.2949 -0.0518 4.3264 0.061 0.044 -0.041
C -0.8579 0.0347 5.6398 0.050 -0.003 0.029
C 0.4589 0.3960 5.9123 -0.040 -0.008 -0.002
C 1.3444 0.6712 4.8835 0.053 -0.016 -0.021
H 5.5028 2.2726 1.6019 0.012 0.003 -0.004
H 4.7805 2.8769 0.1074 0.000 -0.006 0.010
H 5.4198 1.2343 0.1750 -0.002 0.002 0.011
H 3.6438 1.6428 3.4103 -0.011 0.002 -0.024
H 3.6589 1.4250 -1.5900 -0.081 -0.043 -0.011
H -0.6345 3.7863 -3.2232 0.040 0.057 0.079
H 1.9977 4.1042 -4.0003 0.013 -0.003 -0.016
H 2.3635 2.4373 -4.4402 -0.001 0.001 0.020
H 3.2246 3.2014 -3.1008 -0.010 -0.007 0.006
H -0.9722 2.1090 1.1337 0.011 0.187 0.002
H -2.8979 2.7648 2.5090 0.006 -0.021 -0.017
H -4.8892 3.7789 1.4446 0.007 -0.021 -0.017
H -4.9884 4.0154 -1.0136 0.013 0.009 0.009
H -3.0765 3.3284 -2.4076 0.019 0.009 0.023
H 2.5861 -3.4591 -2.6885 0.020 0.013 0.060
H 4.4903 -1.8149 -3.7105 0.002 0.007 -0.012
H 4.8247 -0.3642 -2.7560 -0.010 -0.016 0.008
H 3.6776 -0.2950 -4.0933 0.005 -0.011 0.010
H 0.5065 -2.2732 1.3689 0.067 -0.040 0.001
H -0.7531 -3.9897 2.5808 -0.002 0.015 -0.025
H -1.2291 -6.1636 1.5045 -0.038 0.017 -0.022
H -0.5123 -6.5683 -0.8296 0.000 0.013 0.006
H 0.6489 -4.8075 -2.0891 0.003 0.018 0.022
H -0.6603 0.1778 2.2708 -0.655 -0.138 0.061
H -2.3151 -0.3308 4.0953 0.027 -0.010 0.003
H -1.5378 -0.1829 6.4530 0.015 0.012 -0.002
H 0.7983 0.4584 6.9378 -0.011 0.003 -0.010
H 2.3671 0.9409 5.1118 -0.020 -0.009 0.024
F -2.1442 -0.4889 -4.3944 -0.032 -0.007 -0.054
C -2.9934 -1.0496 -3.5397 0.042 0.181 0.087
F -3.5977 -2.0719 -4.1082 -0.072 -0.043 -0.052
F -3.8842 -0.1495 -3.1476 0.020 -0.012 -0.041
S -2.0165 -1.6526 -2.1023 -0.233 0.206 0.231
O -1.3309 -0.3904 -1.6817 -0.178 -0.505 0.256
O -1.1717 -2.6925 -2.5784 -0.033 0.104 -0.182
N -3.1598 -2.1074 -1.1332 0.346 -0.101 -0.135
S -3.0798 -1.9369 0.4226 0.774 -0.033 0.099
O -1.7909 -1.3390 0.8273 -0.696 0.150 0.372
O -3.5080 -3.0656 1.1658 -0.046 -0.024 -0.104
C -4.3463 -0.6413 0.7190 -0.013 0.077 0.020
F -4.1740 -0.1400 1.9404 -0.012 0.080 -0.005
F -5.5524 -1.1669 0.6228 -0.054 -0.026 0.000
F -4.2143 0.3215 -0.1867 0.043 0.166 0.084
```
Forces are in eV/Å.

Summary:
- Net charge: +1
- Gap between HOMO and LUMO: 7.080 eV
- DFT total energy: -93745.660 eV
- Energy above the lowest of the compared OMol25 structures with the same formula, charge and spin: 26.3 kcal/mol

These are the Mulliken partial charges, in e, on atoms 1 to 4: Ir 1.857; C -1.518; C 0.532; C -1.393